Entry from the Open Molecules 2025 dataset: a single C5H7N molecule (ωB97M-V/def2-TZVPD).

Atoms and positions in Å:
C -0.3578 0.6750 1.0513
C -1.3799 0.2108 0.2849
N -1.1749 -0.7155 -0.7286
C 0.0724 -0.5459 -1.3138
C 1.1453 -0.1067 -0.6042
C 1.0642 0.1974 0.8733
H -0.5550 1.5069 1.7303
H -2.3918 0.6095 0.3655
H -1.6779 -1.5869 -0.7737
H 0.1157 -0.7033 -2.3917
H 2.0566 0.1494 -1.1473
H 1.7812 0.9895 1.1508
H 1.3021 -0.6801 1.5032

Results
LUMO level, eV: 1.2
SMILES: C1=CNC=CC1
ΔE to the lowest compared entry with this formula, charge and spin, eV: 1.374

Entry from the Open Molecules 2025 dataset: 9 unconnected molecules or ions with the total composition C54H117NO2 (ωB97M-V/def2-TZVPD).

Atoms and positions in Å:
O 2.3895 0.1316 2.2794
N 1.5932 -0.5071 1.6140
O 0.7997 -1.2929 2.0917
C 1.4044 -0.1004 0.2187
C 2.4194 0.6540 -0.3739
C 2.3124 1.0723 -1.6919
C 1.1351 0.8190 -2.3845
C 0.0875 0.1553 -1.7514
C 0.2315 -0.3534 -0.4890
H 3.3075 0.9085 0.1875
H 3.1666 1.5566 -2.1413
H 0.8744 1.2490 -3.3438
H -0.8406 -0.0392 -2.2751
H -0.5705 -0.8912 0.0001
C -3.0496 0.3734 1.1938
C -3.7673 0.2850 2.5399
C -3.2849 -0.9836 3.2608
C -3.8485 -1.1031 4.6740
C -3.0608 -1.9628 5.6696
C -2.8546 -3.4003 5.2054
H -3.3859 -0.4875 0.6188
H -1.9802 0.5367 1.3460
H -3.2425 1.3074 0.6554
H -3.5510 1.1424 3.1781
H -4.8485 0.2187 2.3944
H -2.1892 -0.9337 3.3111
H -3.5144 -1.8979 2.7072
H -3.9159 -0.1084 5.1275
H -4.8734 -1.4722 4.5512
H -2.1547 -1.3950 5.8985
H -3.6371 -1.9145 6.5976
H -1.8599 -3.6999 4.8760
H -3.0761 -4.0869 6.0271
H -3.5909 -3.6536 4.4401
C -7.5138 -2.7317 0.6477
C -6.1850 -3.2692 0.1706
C -5.9635 -3.0602 -1.3445
C -4.9521 -4.0347 -1.9870
C -3.5741 -4.0252 -1.3429
C -2.7230 -2.7946 -1.6817
H -7.8118 -1.8021 0.1618
H -7.6487 -2.6874 1.7287
H -8.2945 -3.4463 0.3584
H -5.3181 -2.8701 0.7035
H -6.1276 -4.3525 0.3159
H -5.7010 -2.0218 -1.5603
H -6.9062 -3.2634 -1.8614
H -5.3727 -5.0426 -1.9144
H -4.8940 -3.8480 -3.0617
H -3.5989 -4.1102 -0.2548
H -3.0112 -4.9050 -1.6702
H -2.3465 -2.7450 -2.7080
H -3.3116 -1.8837 -1.5589
H -1.8044 -2.8901 -1.0991
C 4.9141 -3.2433 1.1851
C 5.4273 -1.8550 0.7672
C 6.6859 -1.9403 -0.0998
C 6.8524 -0.6749 -0.9833
C 8.1586 -0.7633 -1.7742
C 8.4626 0.5156 -2.5838
H 5.7076 -3.9902 1.2280
H 4.0896 -3.5766 0.5546
H 4.5352 -3.2209 2.2098
H 4.6200 -1.2297 0.3777
H 5.6617 -1.3226 1.6957
H 6.6071 -2.7807 -0.7897
H 7.5488 -1.9739 0.5637
H 5.9817 -0.6009 -1.6437
H 6.7627 0.2189 -0.3560
H 8.9953 -0.9670 -1.1072
H 7.9881 -1.5881 -2.4693
H 9.4349 0.4336 -3.0737
H 7.7534 0.6325 -3.4037
H 8.4645 1.3737 -1.9134
C -3.9322 1.1712 -3.4885
C -3.5755 2.0190 -2.2599
C -4.8184 2.7336 -1.6787
C -5.2432 3.9658 -2.4669
C -6.4762 4.7303 -2.0106
C -6.8986 5.8089 -3.0011
H -3.0488 0.6733 -3.8910
H -4.2914 1.8482 -4.2676
H -4.6984 0.4397 -3.2372
H -3.2712 1.3040 -1.4927
H -2.7663 2.7165 -2.4777
H -4.7410 2.9419 -0.6110
H -5.6239 1.9916 -1.7529
H -4.3974 4.6734 -2.4221
H -5.2629 3.8436 -3.5550
H -7.2817 3.9885 -1.9203
H -6.4030 5.1211 -0.9936
H -7.8122 6.3587 -2.7809
H -6.1022 6.5563 -3.0854
H -6.9979 5.4137 -4.0151
C -0.8740 3.5202 -7.0495
C 0.3229 3.1606 -6.1990
C 0.7197 1.6631 -6.2774
C -0.3867 0.7251 -5.8404
C 0.0557 -0.7425 -5.7988
C -1.0899 -1.6934 -5.5390
H -1.1613 4.5335 -6.7351
H -1.8079 2.9999 -6.8371
H -0.6462 3.5833 -8.1119
H 1.2156 3.7120 -6.4991
H 0.1193 3.4001 -5.1520
H 1.6172 1.4836 -5.6733
H 1.0782 1.4269 -7.2851
H -0.7649 1.0272 -4.8561
H -1.2621 0.7924 -6.4930
H 0.5691 -0.9998 -6.7284
H 0.8139 -0.8633 -5.0166
H -1.6372 -1.5443 -4.6059
H -1.7805 -1.6772 -6.3837
H -0.7064 -2.7115 -5.4170
C -0.7791 1.9314 3.9935
C 0.1252 1.1010 4.8648
C 0.2157 1.5942 6.3320
C -0.6191 0.7101 7.2485
C -0.4497 0.9953 8.7492
C -1.2587 -0.0596 9.5226
H -0.2585 2.8326 3.6624
H -1.7052 2.1214 4.5383
H -1.0396 1.3999 3.0753
H -0.1946 0.0528 4.8039
H 1.1590 0.9649 4.5303
H -0.2257 2.5980 6.3562
H 1.2355 1.7300 6.6941
H -1.6645 0.8182 6.9487
H -0.3385 -0.3384 7.1055
H 0.5682 1.0118 9.1442
H -0.7841 2.0260 8.9136
H -0.9377 -1.0528 9.2169
H -1.1039 0.0955 10.5944
H -2.3340 0.0682 9.3892
C 5.0599 2.2280 -3.8849
C 5.8453 2.4214 -5.1903
C 5.8906 3.8425 -5.7088
C 6.5654 4.0273 -7.0703
C 6.3874 5.4362 -7.6097
C 6.9075 5.6610 -9.0191
H 5.4070 2.9729 -3.1627
H 5.1467 1.2311 -3.4657
H 4.0586 2.5717 -4.1649
H 6.8232 1.9517 -5.0305
H 5.4242 1.7456 -5.9452
H 6.3091 4.4956 -4.9270
H 4.9073 4.3365 -5.7033
H 7.6298 3.8277 -6.9346
H 6.0716 3.3134 -7.7333
H 5.3314 5.7308 -7.6197
H 6.8483 6.1705 -6.9407
H 6.3540 5.0547 -9.7390
H 6.7416 6.6936 -9.3312
H 7.9772 5.4528 -9.0726
C 2.9817 -2.7100 4.6478
C 1.6764 -2.5434 5.4487
C 1.1637 -3.8891 6.0055
C 0.1801 -3.7456 7.1622
C -0.4128 -5.1334 7.4350
C -1.5489 -5.1501 8.4632
H 2.7978 -3.3814 3.8009
H 3.8403 -3.1031 5.1943
H 3.2684 -1.8057 4.1046
H 1.7987 -1.7502 6.1852
H 0.9809 -2.2721 4.6501
H 2.0702 -4.4256 6.3071
H 0.7698 -4.4776 5.1704
H 0.8875 -3.4505 7.9456
H -0.5576 -2.9574 7.0162
H -0.8928 -5.4571 6.5043
H 0.3829 -5.8618 7.5890
H -1.9100 -6.1663 8.6487
H -1.2972 -4.7370 9.4419
H -2.4455 -4.6318 8.1180

Results
LUMO level, eV: -0.5
SMILES: O=[N+]([O-])c1ccccc1.CCCCCC.CCCCCC.CCCCCC.CCCCCC.CCCCCC.CCCCCC.CCCCCC.CCCCCC

Entry from the Open Molecules 2025 dataset: a single C6H6 molecule (ωB97M-V/def2-TZVPD).

Atoms and positions in Å:
C -2.6256 0.6849 0.3514
C -1.2974 0.2590 -0.0778
C -0.1836 -0.0887 -0.3954
C 1.0538 -0.5616 -0.9005
C 2.2561 -0.5192 -0.2554
C 2.3063 0.0245 1.0710
H -2.5862 1.6847 0.7943
H -3.3283 0.7002 -0.4873
H -3.0121 -0.0031 1.1106
H 0.9976 -1.0222 -1.8889
H 3.1045 -0.9495 -0.7977
H 3.3150 -0.2088 1.4757

Results
LUMO level (spin up / spin down), eV: -1.1 / -1.0
ΔE to the lowest compared entry with this formula, charge and spin, eV: 5.963

Entry from the Open Molecules 2025 dataset: a molecular structure, C46H30Br2F3N7OSbSr (ωB97M-V/def2-TZVPD).

Atoms and positions in Å:
Sr 0.8505 -0.0814 -0.1056
C -0.6487 3.3799 -3.1013
C -0.2545 2.1636 -2.5558
N -0.4514 1.8945 -1.2713
C -1.0215 2.8367 -0.5116
C -1.4111 4.0464 -1.0771
N -1.2260 4.3171 -2.3631
C -1.2217 2.5157 0.9350
C -1.5678 3.5005 1.8529
C -1.7434 3.1564 3.1898
C -1.5841 1.8181 3.5442
C -1.2357 0.8999 2.5703
N -1.0356 1.2454 1.2925
C -0.9801 -0.5398 2.8782
C -0.7719 -1.0239 4.1662
N -0.3531 -2.2648 4.3950
C -0.1351 -3.0438 3.3360
C -0.3830 -2.5766 2.0554
N -0.7746 -1.3316 1.8165
C -2.0691 4.1847 4.2030
C -2.9308 3.9107 5.2586
C -3.1907 4.9104 6.1840
N -2.6521 6.1242 6.1253
C -1.8297 6.3819 5.1137
C -1.5109 5.4563 4.1310
H -0.4904 3.5972 -4.1499
H 0.2387 1.4031 -3.1479
H -1.8943 4.8192 -0.4940
H -1.6994 4.5280 1.5489
H -1.7214 1.5156 4.5725
H -0.9242 -0.3992 5.0370
H 0.2315 -4.0470 3.5141
H -0.2248 -3.2161 1.1919
H -3.4186 2.9490 5.3510
H -3.8672 4.7256 7.0102
H -1.4010 7.3769 5.0855
H -0.8262 5.7266 3.3369
C -2.3508 -1.9627 -1.0681
C -1.3259 -2.1854 -2.1423
C -1.5983 -3.1020 -3.1818
C -0.6766 -3.3030 -4.1632
C 0.5312 -2.5689 -4.1588
C 1.5267 -2.6646 -5.1614
Br 1.3327 -3.8885 -6.5933
C 2.6296 -1.8630 -5.1185
C 2.7983 -0.9459 -4.0703
Br 4.2838 0.2186 -4.1152
C 1.8986 -0.8245 -3.0216
O 2.0497 -0.0009 -2.0297
C 0.7296 -1.6665 -3.0910
N -0.1946 -1.5147 -2.0861
H -3.3495 -1.9136 -1.5017
H -2.1609 -1.0407 -0.5201
H -2.3523 -2.7899 -0.3540
H -2.5405 -3.6332 -3.1860
H -0.8656 -4.0046 -4.9641
H 3.3777 -1.9220 -5.8965
F 7.5537 0.0114 6.5052
C 6.5433 -0.0706 5.6316
C 6.7440 -0.7373 4.4387
C 5.6940 -0.8154 3.5368
C 4.4630 -0.2345 3.8262
C 4.2918 0.4103 5.0505
C 5.3305 0.5072 5.9600
Sb 2.8186 -0.3765 2.5145
C 3.8478 -1.0884 0.7839
C 4.9579 -0.4121 0.2662
C 5.6054 -0.8736 -0.8647
C 5.1301 -2.0203 -1.4829
F 5.7583 -2.4724 -2.5696
C 4.0332 -2.7143 -1.0126
C 3.4002 -2.2368 0.1264
C 2.6533 1.6861 1.8372
C 2.1446 2.5773 2.7864
C 1.8430 3.8896 2.4630
C 2.0240 4.3015 1.1538
F 1.6792 5.5553 0.8214
C 2.5225 3.4597 0.1810
C 2.8437 2.1510 0.5298
H 7.7079 -1.1827 4.2342
H 5.8478 -1.3413 2.6031
H 3.3332 0.8442 5.3146
H 5.2178 1.0071 6.9120
H 5.3189 0.4863 0.7541
H 6.4623 -0.3623 -1.2810
H 3.6942 -3.6018 -1.5293
H 2.5552 -2.8036 0.5127
H 1.9722 2.2496 3.8069
H 1.4634 4.5846 3.2005
H 2.6555 3.8173 -0.8320
H 3.2009 1.5035 -0.2708

Results
LUMO level, eV: -3.7
Total charge: +1
ΔE to the lowest compared entry with this formula, charge and spin, eV: 0.311

Entry from the Open Molecules 2025 dataset: 6 unconnected molecules or ions with the total composition C26H26Cl3N5 (ωB97M-V/def2-TZVPD).

Atoms and positions in Å:
N 1.3200 4.7875 6.1256
C 2.1157 3.7093 5.9042
C 1.5732 2.5401 5.3644
C 0.1900 2.4386 5.1534
C -0.6305 3.4877 5.4335
C -0.0408 4.7036 5.8567
H 3.1714 3.8888 6.0445
H 2.1629 1.7206 4.9809
H -0.1503 1.4766 4.7996
H -1.6977 3.4480 5.2723
H -0.7019 5.5367 6.0444
N -0.9785 -0.1467 -0.5311
C -0.9874 1.1083 -0.0773
C -0.2596 1.4781 1.0436
C 0.6003 0.5458 1.6094
C 0.6194 -0.7806 1.1936
C -0.1735 -1.0685 0.0665
H -1.7312 1.7666 -0.5012
H -0.3813 2.4790 1.4305
H 1.3049 0.8976 2.3484
H 1.3439 -1.4464 1.6389
H -0.1666 -2.0648 -0.3503
N -6.4853 -0.6082 -1.1011
C -6.6946 -1.5480 -0.1284
C -5.6717 -1.8992 0.7111
C -4.3401 -1.6001 0.3362
C -4.0885 -0.8244 -0.8727
C -5.2443 -0.3814 -1.5292
H -7.7075 -1.7085 0.2104
H -5.8963 -2.5526 1.5412
H -3.5011 -1.9714 0.9061
H -3.1152 -0.6669 -1.3136
H -4.9629 0.1404 -2.4319
N 2.0012 -2.7108 -1.7564
C 2.7904 -1.6353 -2.0995
C 4.0306 -1.7758 -2.7594
C 4.4632 -3.0803 -3.1246
C 3.6126 -4.1615 -2.8689
C 2.4095 -3.9615 -2.1555
H 2.4281 -0.6583 -1.8156
H 4.7510 -0.9830 -2.8967
H 5.4577 -3.1870 -3.5320
H 3.9747 -5.1569 -3.0798
H 1.7792 -4.7977 -1.8910
N 1.3090 1.6105 -4.3072
C 2.1851 2.0480 -5.2164
C 2.9536 3.1935 -4.8700
C 2.8867 3.7609 -3.6559
C 1.9086 3.3298 -2.7145
C 1.0909 2.2633 -3.1145
H 2.3155 1.4942 -6.1344
H 3.6502 3.5395 -5.6193
H 3.5326 4.5810 -3.3790
H 1.6344 3.8957 -1.8365
H 0.4878 1.6747 -2.4391
C -2.0408 -5.3468 1.2768
Cl -3.7982 -5.5261 1.4888
Cl -1.5538 -3.6937 1.5941
Cl -1.4976 -5.7352 -0.3762
H -1.5577 -5.8669 2.1041

Results
LUMO level (spin up / spin down), eV: 2.3 / 2.2
Total charge: -1
Multiplicity: 2

Entry from the Open Molecules 2025 dataset: a molecular structure, C34H39N5O3P2SZr (ωB97M-V/def2-TZVPD).

Atoms and positions in Å:
Zr -2.2763 -1.8690 2.4817
C 3.2442 -1.5584 2.3439
C 2.5057 -0.5067 1.9512
C 1.6004 -0.4201 0.7418
C 0.3579 -1.3430 0.7284
C 0.6585 -2.7315 0.2665
C 1.8135 -3.3352 0.0067
C 3.2106 -2.8127 0.0480
C 3.7238 -2.7179 1.5335
C -3.5021 -3.5177 1.9090
H 3.6330 -1.5498 3.3677
H 2.5409 0.4207 2.5631
H 2.2020 -0.6370 -0.1565
H 1.2576 0.6275 0.6492
H -0.1976 -1.3090 1.7437
H -0.3324 -0.9149 -0.0292
H -0.2261 -3.4101 0.1271
H 1.7903 -4.3999 -0.2608
H 3.3532 -1.8573 -0.4695
H 3.8698 -3.5586 -0.4447
H 3.3339 -3.6037 2.0461
H 4.8240 -2.7953 1.4910
H -2.9724 -4.4740 2.0475
H -3.7809 -3.4560 0.8463
H -4.4460 -3.6078 2.5061
P -1.7291 1.0969 -2.7442
P 0.0790 3.1880 -0.2834
N -1.0560 0.2685 -4.1801
N -3.0617 1.8608 -3.6931
N 1.6839 3.2804 -0.9395
N 0.0641 5.0563 0.2126
C -0.5870 2.5619 -3.0180
C -0.7229 3.6180 -1.8944
C -0.9495 -1.1214 -4.2826
C -0.4904 -1.4439 -5.5615
C -0.3147 -0.2105 -6.2748
C -0.6641 0.8200 -5.4029
C -4.3948 1.6800 -3.3134
C -5.2090 2.3795 -4.1973
C -4.3577 3.0487 -5.1332
C -3.0526 2.7295 -4.7880
C 2.7681 2.5087 -0.4940
C 3.8728 2.7747 -1.2827
C 3.4776 3.7239 -2.2846
C 2.1412 4.0265 -2.0341
C 0.8455 6.1561 -0.1452
C 0.2964 7.3192 0.4047
C -0.9074 6.9307 1.0709
C -1.0436 5.5514 0.9078
H -0.8107 3.0989 -3.9485
H 0.4242 2.1465 -3.1121
H -0.3400 4.5719 -2.2924
H -1.7766 3.8183 -1.6283
H -1.1816 -1.7463 -3.4325
H -0.2951 -2.4350 -5.9459
H 0.0221 -0.0664 -7.2887
H -0.6320 1.8833 -5.5573
H -4.6296 1.1023 -2.4268
H -6.2886 2.4251 -4.1695
H -4.6421 3.7004 -5.9475
H -2.1346 3.1090 -5.2235
H 2.6830 1.8515 0.3586
H 4.8705 2.3594 -1.1625
H 4.0492 4.1493 -3.0912
H 1.5018 4.6765 -2.5979
H 1.7188 6.0493 -0.7769
H 0.7175 8.3105 0.3374
H -1.5894 7.5814 1.6063
H -1.8432 4.8850 1.2117
O 1.2688 -4.5933 2.4963
S -0.0295 -4.7844 3.1007
O -0.9502 -5.7577 2.5712
N -0.8581 -3.2868 3.2100
C -1.1112 -2.9436 4.5250
O -2.0033 -1.9642 4.5906
C -0.5342 -3.8310 5.4728
C -0.6007 -3.7801 6.8867
C -0.0111 -4.8252 7.6117
C 0.5770 -5.9233 6.9552
C 0.5935 -5.9899 5.5542
C 0.0932 -4.8990 4.8401
H -1.1179 -2.9471 7.3612
H -0.0055 -4.8122 8.7085
H 1.0601 -6.7366 7.5164
H 0.9316 -6.8630 5.0003

Results
LUMO level, eV: -9.4
Total charge: +2
ΔE to the lowest compared entry with this formula, charge and spin, eV: 0.244

Entry from the Open Molecules 2025 dataset: a single C4H6FN molecule (ωB97M-V/def2-TZVPD).

Atoms and positions in Å:
C -0.6678 1.2455 -0.1940
C 0.4956 -1.1005 0.1222
C 1.2766 0.1526 0.4047
C -1.2737 -0.0824 -0.4616
N 0.5184 1.3707 0.1958
F -2.3016 -0.4434 0.3475
H -1.2644 2.1401 -0.3304
H 0.7492 -1.6644 -0.7596
H 0.1700 -1.6884 0.9646
H 1.6235 0.1941 1.4416
H 2.1581 0.2358 -0.2397
H -1.4839 -0.3596 -1.4911

Results
LUMO level, eV: 1.1
ΔE to the lowest compared entry with this formula, charge and spin, eV: 1.970

Entry from the Open Molecules 2025 dataset: a molecular structure, C6H22HgN6O6 (ωB97M-V/def2-TZVPD).

Atoms and positions in Å:
Hg 5.9564 16.3358 -1.6118
C 6.8436 13.6607 4.6859
C 6.3477 13.4412 3.2335
O 6.9278 14.2422 2.1589
H 7.8300 13.3967 5.0673
H 6.1638 13.0098 5.2357
H 6.7077 14.7059 4.9638
H 5.2757 13.6376 3.2140
H 6.5107 12.3712 3.1050
C 2.7193 19.1628 -4.5499
O 3.9864 18.5665 -4.3299
H 2.2167 18.7940 -5.4440
H 2.0471 19.1117 -3.6933
H 2.8536 20.2250 -4.7540
C 8.3564 21.0615 -0.2349
O 7.9510 19.9899 -0.6277
N 9.2049 21.2317 0.7198
N 7.7362 22.2298 -0.4481
H 9.7922 20.4756 1.0415
H 9.4963 22.1792 0.9135
H 6.9892 22.4143 -1.1024
H 8.3479 23.0333 -0.4306
C 1.6449 17.1348 1.2535
O 2.7365 17.2735 0.8083
N 0.7418 16.2304 1.1611
N 1.1000 18.1590 1.8766
H -0.1676 16.5224 1.4896
H 1.0047 15.4405 0.5893
H 0.1618 18.1392 2.2501
H 1.6752 18.9446 2.1452
C 2.6669 11.8723 -1.8078
O 3.6534 12.6516 -1.8774
N 2.1892 11.2691 -2.8374
N 2.1184 11.5622 -0.6962
H 1.4127 10.6354 -2.7125
H 2.5844 11.4229 -3.7540
H 1.3785 10.8750 -0.7170
H 2.7513 11.6034 0.0898
O 8.6650 14.5698 -3.3100
H 8.7078 14.5194 -4.2649
H 9.4529 14.1164 -3.0102

Results
LUMO level, eV: -4.6
ΔE to the lowest compared entry with this formula, charge and spin, eV: 8.975

Number 1: DFT total energy -6787.139 eV, M 81.1 g/mol, F_max 1.968 eV/A. Number 2: DFT total energy -63478.133 eV, M 812.5 g/mol, F_max 2.060 eV/A. Number 3: DFT total energy -6313.237 eV, M 78.1 g/mol, F_max 0.660 eV/A. Number 4: DFT total energy -216276.127 eV, M 1123.0 g/mol, F_max 0.744 eV/A. Number 5: DFT total energy -72397.863 eV, M 514.9 g/mol, F_max 3.518 eV/A. Number 6: DFT total energy -80154.633 eV, M 751.0 g/mol, F_max 4.934 eV/A. Number 7: DFT total energy -8450.364 eV, M 87.1 g/mol, F_max 4.379 eV/A. Number 8: DFT total energy -31970.070 eV, M 474.9 g/mol, F_max 7.019 eV/A.